# 1
ORCA calculation (ωB97M-V/def2-TZVPD) on 12 unconnected molecules or ions with the total composition C53H137N7O19 at a distorted geometry.

Each line ends with the Mulliken charge.
Positions of all 216 atoms, in Å:
C: -1.06897 -2.51424 2.41203  1.19
H: 4.83854 4.86884 7.88862  0.21
H: -1.09514 7.01307 -2.11640  0.51
H: 0.71839 -6.26983 -6.95115  0.41
C: 5.42944 1.83182 -2.93217  -0.65
H: -2.50820 -2.10110 -1.08507  -0.12
H: 0.33798 -0.41733 -8.51348  0.44
H: 1.56348 -3.44898 -7.24892  -0.05
H: 2.33514 -4.75078 -9.13888  0.36
H: -0.56456 2.18333 6.76248  0.14
H: -3.46827 2.69300 2.12388  0.40
H: -1.71608 0.44350 -1.35144  -0.85
C: -1.73359 6.25929 -1.67048  -0.73
H: -3.61938 -4.46996 -2.36263  0.42
H: 0.07015 -2.83583 -4.97056  0.02
H: -3.49471 4.87991 -0.71075  0.07
H: -2.95363 2.70003 8.67219  0.36
H: 1.52066 -6.20877 -4.79757  0.27
H: -6.27752 -4.87907 -1.37955  0.39
H: 2.52388 -0.22190 -0.59430  -0.73
H: 2.79492 -3.51999 -1.62914  0.06
H: -2.18335 2.64709 -0.01786  -0.10
H: -4.16685 -0.30485 -1.21494  -0.22
C: -2.66626 1.07238 0.99086  0.69
C: 5.71734 -2.33214 -4.77651  -1.11
H: 1.98204 2.78075 2.75395  -0.56
C: 0.51100 -1.31215 -7.89723  -0.35
C: -3.82234 0.51388 -1.94645  -0.41
H: 2.72681 1.84983 4.92506  -0.49
H: 3.78725 -2.76861 0.54342  0.10
C: 0.75628 -3.24824 4.90416  -0.39
H: 2.24835 4.40603 2.43849  0.50
C: 5.72173 2.90461 -1.92864  0.01
N: 3.45779 3.65718 4.02002  -0.07
H: -0.60215 -4.46156 -5.41378  0.07
N: -0.16849 -3.66421 2.57369  -0.60
H: 0.01642 3.64779 8.42667  0.29
C: 1.48244 0.07184 -0.79393  1.38
H: 4.14175 1.67763 3.82359  0.05
H: 5.41771 -2.43800 1.04435  0.45
H: -0.71280 -4.40652 3.03978  0.46
C: -2.08535 3.39665 8.59104  -0.65
H: -0.29217 -0.48159 4.08014  0.17
H: 0.64803 -3.74099 0.94384  0.13
C: 0.99675 -3.36375 3.44750  -0.09
C: -3.10143 6.70401 -1.33532  -0.52
O: -3.04723 -3.94882 2.61992  -0.46
C: -6.23537 4.77685 -0.97459  0.31
H: -0.13180 -5.69609 6.99488  0.28
H: -2.73307 -2.17809 -3.66920  0.47
C: 5.31766 4.03878 7.43517  -0.77
H: -2.22413 -3.58996 0.88359  0.08
H: 1.75833 -0.54298 -5.02446  0.03
N: -0.54095 1.68980 7.64299  -0.36
H: 5.69143 3.39537 8.22495  0.30
H: 4.64816 -2.11028 -6.56837  0.22
H: 0.49837 4.75091 0.15911  -0.17
C: 1.33343 -0.10308 -2.33812  -1.63
C: -1.42185 3.66414 3.32972  -1.06
H: 1.62300 -2.84182 5.39750  0.69
H: 0.56370 0.92975 3.13830  -0.56
H: 6.74379 -2.18891 -5.11432  0.35
H: 0.18481 -2.48214 -9.56719  0.46
H: -5.16744 -2.79703 -0.63099  0.25
C: -4.35091 -4.32725 2.13614  -0.83
O: -2.10432 4.06812 7.29626  -0.22
H: 1.89798 0.65501 -2.89513  0.61
C: 1.09986 -0.22660 -5.84772  -0.40
H: 2.85553 -7.24883 -5.26338  0.39
H: -4.63984 1.24897 -1.88230  0.40
C: 0.60412 0.16967 3.96017  0.56
H: 4.46656 2.58148 1.83104  0.30
H: 1.51666 -3.64060 -2.75556  -0.14
H: -6.49645 4.85752 -2.09392  0.28
C: 2.53553 -6.18817 -5.22993  -0.56
C: -8.25815 3.71253 -0.39954  -0.79
H: -3.05062 7.29937 -0.38602  0.28
O: 0.58328 -0.71858 -0.07641  1.62
H: 4.56091 4.38591 -1.11660  0.33
N: -3.61875 -3.81948 -1.57456  0.10
H: 5.11689 2.31607 -3.87353  0.28
H: -3.81275 5.17616 7.92790  0.39
H: 1.87193 -0.24859 6.31960  0.34
H: 1.87008 -2.33572 -9.31960  0.44
O: 4.66249 3.89670 -1.96035  -0.59
C: -1.91569 -2.58560 -3.02288  0.95
H: 1.72887 -4.19904 3.19953  0.44
H: 4.82917 5.51248 3.09605  0.22
C: 0.76653 1.07773 7.64947  -0.98
H: -1.28362 -1.71228 -2.94532  -0.38
O: 1.50098 -1.03730 -6.91654  -0.30
H: 6.73997 3.21059 -2.12694  0.36
H: -1.16091 -4.33902 6.69770  0.32
N: 0.90611 -3.67761 -7.98104  0.01
H: -3.49699 7.30415 -2.15769  0.41
H: -3.55719 0.42216 1.11744  0.18
O: -7.34089 4.73127 -0.09280  -0.37
H: 4.35030 -4.63237 -6.44977  0.39
H: 4.57793 1.35569 -2.49238  -0.15
N: -4.01970 5.58011 -1.18792  -0.13
H: 6.13383 4.27339 6.70796  0.30
C: 3.80398 3.38829 1.60371  0.81
H: -4.30018 -4.85619 1.17898  0.30
H: 3.31950 2.92585 0.75472  -0.40
O: -1.16602 5.74787 -0.44836  -0.19
C: -0.78856 -3.47894 -4.94061  -0.52
H: -3.82733 0.29192 -5.24355  0.24
H: 0.86621 6.28285 -0.62064  0.36
H: 6.26883 1.21279 -3.07251  0.42
H: 0.29653 1.73091 -0.52813  -0.60
C: -5.29265 5.90755 -0.48771  -0.76
C: 0.17534 5.37275 -0.65500  -0.58
C: -2.40973 -3.03033 -1.64911  -0.16
H: 1.51553 -0.43090 3.78324  -0.12
O: -1.48279 2.71800 2.27927  0.38
H: -3.14814 -2.17225 1.55066  0.17
C: 1.12810 -4.53726 -0.80816  -0.35
H: 4.67413 -1.53827 -0.28365  0.19
H: 1.92929 2.16780 -1.03725  0.70
H: -4.09193 3.90110 6.74589  0.28
H: -1.79862 5.49027 -2.45153  0.30
C: 1.35918 1.49851 -0.37940  0.20
H: 0.78187 -1.68573 -0.12696  -0.76
H: -7.71727 -5.30516 -3.66524  0.28
H: -0.10696 -2.60084 5.14048  0.15
H: 4.99231 0.68516 1.22822  0.18
C: 2.03712 -4.19286 -1.97539  -0.37
C: 5.37085 5.13393 2.18997  -0.72
H: 5.04944 1.37982 6.07292  0.33
C: -6.81625 -4.83613 -4.15364  -0.85
H: -0.38994 4.05460 3.38592  0.09
H: -4.81188 -4.86976 2.95287  0.35
H: 0.11922 -4.67256 -1.21000  0.22
H: 0.63023 -5.33629 -9.27451  0.37
C: 4.48041 -1.96978 0.72224  -1.10
C: -3.34436 4.70991 7.07147  -0.86
O: -3.71731 -0.09400 -3.24565  -0.01
C: 0.92831 -2.46719 -8.78635  -0.95
O: 5.13021 -4.11892 -6.31402  -0.61
H: 1.51888 -2.51829 3.02203  -0.53
H: -8.69425 3.91219 -1.33351  0.34
H: 2.58855 -5.05924 -2.38434  0.26
H: -1.57996 -2.96269 -5.43545  0.56
H: -2.69520 1.33136 3.12969  0.41
H: -9.09747 3.79432 0.25478  0.28
H: 0.06462 -0.61179 6.63722  0.30
H: 5.36928 -1.37956 -4.38170  0.16
O: 0.48571 -4.57508 5.41092  -0.44
H: -2.08618 4.44945 3.09791  0.32
H: -5.23286 5.83201 0.62604  0.22
C: -2.65039 1.96805 2.22553  -1.56
H: 0.13237 -0.60789 -5.49824  0.07
H: 5.63939 2.84642 5.25059  0.46
H: -5.65359 6.88961 -0.80727  0.42
H: 2.84461 4.16087 4.59959  0.34
H: -0.45914 -1.64683 -7.46068  0.15
C: -2.55761 1.14272 -1.44366  0.28
O: 0.67603 0.91782 5.24275  -0.03
H: 3.27290 -5.61450 -4.64793  0.08
C: 3.70192 2.31842 4.59285  0.89
H: 0.86204 0.56985 8.66277  0.37
H: 1.77892 -1.06956 -2.57128  0.33
C: 4.76228 2.38212 5.71170  -1.13
O: 5.06148 0.08126 1.99400  -0.63
H: 1.56500 -5.40092 -0.31531  0.40
C: -2.42364 -3.02651 1.78253  -0.44
O: 2.58765 -5.62026 -6.54782  -0.32
H: 0.34346 -0.09711 -2.81298  -0.14
C: 2.84298 3.52939 2.71583  -0.41
H: -0.59522 -1.78557 1.76925  -0.84
C: 0.83772 0.14946 6.44216  -0.45
H: 6.15508 4.38414 2.45410  0.27
H: -5.04724 1.05423 -4.30453  0.36
O: 1.13326 -3.47697 0.13401  -0.36
H: 3.69708 -1.31999 2.70879  0.41
C: 4.77176 -2.83308 -5.77197  0.44
O: -1.22207 -3.71273 -3.58714  -0.47
H: -7.77131 2.78032 -0.23168  0.28
H: -1.40498 -2.10238 3.32121  0.31
H: 1.48436 1.84767 7.56804  0.49
O: 4.32880 3.30353 6.73598  -0.24
C: -4.05012 0.78346 -4.27629  -0.95
H: -0.30667 2.50608 9.60304  0.48
H: -1.77177 0.44445 1.00447  -0.26
C: -0.67280 2.83287 8.59913  -0.65
H: 5.80538 -3.03561 -3.95492  0.32
H: -3.43168 1.72588 -4.26630  0.28
H: -2.26808 4.11570 9.43383  0.40
C: -6.01043 -4.05111 -2.06782  -0.97
C: -4.89018 -3.13849 -1.60565  0.28
H: 1.63258 1.70406 0.65850  -0.71
O: 4.48705 4.57422 1.21537  -0.43
H: 0.38397 4.86749 -1.60294  0.43
H: 0.39409 -4.05600 7.44866  0.30
H: -1.58095 -3.54094 -1.08924  -0.91
H: -6.44899 -5.36154 -5.01209  0.25
C: 3.98910 -0.90516 1.74969  1.10
H: 3.16940 -0.36448 1.34560  -0.72
N: -2.85202 1.85232 -0.17787  0.18
H: -7.12810 -3.85629 -4.41711  0.38
O: -5.68271 -4.59495 -3.29925  -0.33
H: 5.79863 2.52824 -0.88611  0.04
H: -4.99499 -3.48424 2.02833  0.30
H: 5.88508 6.01119 1.79263  0.31
H: -3.21306 5.44294 6.30968  0.24
C: -0.15001 -4.64282 6.68032  -0.81
H: 3.79269 -2.83755 -5.27453  -0.11
H: -6.91440 -3.45865 -2.14356  0.52
H: -4.81908 -2.26096 -2.23689  -0.22
C: 1.61742 -6.03509 -7.51483  -0.60
H: 1.03646 0.78471 -6.11673  0.46
C: 1.35843 -4.93993 -8.56918  -0.72
H: 2.07809 -6.91436 -8.02310  0.31
H: -2.23969 1.85395 -2.14066  0.69
H: -5.70018 3.84801 -0.84450  -0.21
H: -1.65677 3.26534 4.33338  0.37

Properties
E: -3913.917389 Ha
Spin multiplicity: 1
Maximum force: 3.176 eV/A
Energy relative to the best compared isomer or geometry (same formula, charge and spin): 6.0 kcal per mole
SMILES: COCCNCCOC.COCCNCCOC.COCCNCCOC.COCCNCCOC.COCCNCCOC.COCCNCCOC.COCCNCCOC.CC(C)O.CCO.CCO.CCO.CCO

***

# 2
ORCA calculation (ωB97M-V/def2-TZVPD) on a molecular structure, C53H29Cl4F3N5O2Tc at a distorted geometry.

Each line ends with the Mulliken charge.
Positions of all 97 atoms, in Å:
C: 3.02418 -2.73254 -2.92514  -1.04
H: 2.17656 -2.88407 -4.88124  0.54
H: 3.85029 1.96431 5.84212  0.47
N: 2.08612 -0.59233 1.06069  -0.18
C: 2.14473 1.71702 -1.93025  0.47
H: 3.97141 -4.36298 -5.72980  0.45
O: -0.94805 0.87760 -0.92081  -0.41
H: 2.73982 1.88397 3.66689  0.58
H: -4.64605 -5.84442 0.92726  0.42
C: 5.06514 -3.96184 -2.55500  -0.98
C: -4.55380 -4.78104 0.76705  -1.02
H: 3.16081 -1.25969 4.32296  0.57
H: 0.76909 3.80640 -3.35930  0.56
Cl: 6.28067 -5.41846 -4.46615  -0.19
C: -1.66078 -0.28166 3.59767  -2.02
C: 2.03648 1.72419 6.95526  0.28
H: -1.90523 -0.03668 4.61135  0.39
H: 1.04781 4.10767 3.19972  0.79
C: -2.34533 -1.14666 2.79154  -1.60
C: -0.94692 -2.44776 -0.49423  0.28
C: 1.14922 3.56926 2.27862  -1.27
H: 1.18436 5.91834 -4.56006  0.44
C: 3.03013 -0.78807 1.71376  1.16
C: 5.29069 -1.25995 4.58102  -0.73
H: 4.23718 6.92075 -1.73641  0.42
C: 0.92456 -2.37881 -1.66105  0.25
C: -4.32851 -2.03855 0.41651  0.05
C: 5.44532 -0.82072 1.83418  -0.45
H: 5.49278 -0.65027 0.76841  0.55
C: 1.94901 2.90253 -1.19073  0.86
C: -0.94428 -3.58573 -1.36287  -1.34
C: 2.78019 1.85325 5.78956  -1.10
C: 1.54250 4.47971 -3.02363  -0.02
F: -3.68086 1.86953 -0.80455  -0.28
C: 1.49556 2.94434 0.14420  0.12
C: 6.59735 -0.91611 2.58724  -0.74
C: 0.24566 -3.58233 -2.03230  -1.76
C: -2.55823 2.55534 -0.55382  0.77
H: 1.78177 5.05801 0.80027  0.83
H: 0.07420 1.57246 7.79337  0.46
H: -2.41789 -4.80518 0.79704  0.62
F: -2.79947 3.83987 -0.79352  -0.27
C: -3.30369 -4.19757 0.68860  -0.17
H: -4.23590 -0.97554 0.25248  0.56
Cl: -7.25459 -4.70515 0.79514  -0.19
C: -5.57934 -2.61697 0.46159  -1.04
C: 0.02494 1.55907 5.65360  -0.41
C: 0.81295 2.19311 2.10844  -0.65
C: 4.12544 -1.16663 3.84876  -0.32
Tc: 0.59487 0.06413 0.04696  -1.44
C: 2.26582 4.16554 -1.86974  0.23
C: -1.65318 -1.19668 1.53984  -0.10
C: -3.17706 -2.81964 0.53467  -0.57
C: 2.31838 -0.44454 -2.34564  0.09
O: -0.87375 2.64410 -2.28126  -0.54
H: 3.24515 2.38254 -3.75965  0.62
H: 7.55939 -0.82886 2.10569  0.43
C: -1.32428 2.00033 -1.36694  0.38
H: 0.58904 -4.29496 -2.75537  0.64
H: 3.80745 4.80979 -0.52873  0.58
Cl: 3.07477 7.98887 -4.09225  -0.20
C: 6.52454 -1.12954 3.95778  -0.41
N: 1.00851 1.85769 0.81186  1.38
C: -5.69187 -3.99009 0.65989  0.35
C: -0.60450 0.28056 2.81328  0.57
H: -6.46451 -2.00580 0.36489  0.44
C: -1.88231 -2.12703 0.50498  1.90
N: 1.80249 0.47527 -1.49067  0.96
C: 3.22484 5.06198 -1.40205  -0.21
H: 7.43133 -1.19831 4.53787  0.44
H: -1.74328 -4.29463 -1.44707  0.75
N: 0.18096 -1.72535 -0.72883  0.86
F: -2.32544 2.42894 0.77049  -0.19
C: 2.74626 6.54023 -3.22534  0.37
Cl: 2.83441 1.67390 8.47616  -0.20
C: 4.19494 -0.94012 2.46519  -0.27
H: 3.51114 -0.23811 -4.21436  0.67
C: 3.02449 0.23640 -3.38539  -1.64
H: -3.22477 -1.71088 3.03583  0.59
H: 5.23958 -1.44183 5.64256  0.47
C: 0.65211 1.62039 6.88374  -1.00
C: 2.04742 -1.82283 -2.29165  1.50
C: 5.02779 -4.39412 -3.87336  0.38
H: 5.86920 -4.26880 -1.90421  0.44
C: 2.98761 -3.18313 -4.23488  0.37
C: 2.14787 1.81531 4.56770  -0.20
C: 1.52156 4.04902 1.05220  -1.40
C: 0.76033 1.61497 4.46861  0.35
C: 3.47719 6.23776 -2.08233  -1.03
C: 2.87756 1.57484 -3.15632  -1.64
C: 4.06513 -3.13439 -2.08796  -0.06
N: -0.62081 -0.31571 1.58731  1.21
H: -1.05044 1.49741 5.61675  0.51
H: 4.07938 -2.79629 -1.06115  0.56
C: 1.76677 5.66803 -3.68715  -1.15
C: 0.26454 1.35623 3.11652  1.42
C: 3.98912 -4.01228 -4.71085  -0.93

Properties
E: -4682.414266 Ha
Spin multiplicity: 4
Maximum force: 4.468 eV/A
Net charge: +1

***

# 3
ORCA calculation (ωB97M-V/def2-TZVPD) on a molecular structure, C53H31Cl4N5OS2V at a distorted geometry.

Each line ends with the Mulliken charge.
Positions of all 97 atoms, in Å:
C: 0.40446 -4.95032 5.89581  0.41
H: 3.71546 3.52052 -2.50992  0.49
C: -0.17696 0.46093 -1.84612  1.98
S: -4.58089 -0.66326 -0.98423  -0.32
C: 5.25424 4.86327 -1.86722  -0.97
C: 5.69869 4.88413 0.50054  -0.90
C: -0.86144 -1.48912 2.16940  0.74
H: -1.87004 3.40449 3.35138  0.52
C: -2.64632 -0.11060 2.29134  -1.83
C: 2.75914 -2.90444 -3.09507  0.83
H: 1.77416 4.88752 0.33642  0.51
V: 0.62325 -0.20647 -0.18327  -0.77
H: -3.81726 4.79988 4.00182  0.39
S: -2.09390 0.72675 -1.91085  -0.59
C: 1.21928 -4.27794 3.74879  -0.51
H: 1.44603 1.54340 -2.69423  0.29
O: 0.22925 -0.77426 -1.93772  -0.63
H: -0.82972 4.65174 0.95002  0.57
C: 1.18713 3.98290 0.39978  -1.65
C: 1.12930 -4.36172 0.76721  -1.20
C: -2.74194 3.45418 2.70947  0.30
C: 4.70969 3.92648 0.68737  0.17
H: 4.28343 -1.56759 -3.82405  0.49
C: 4.27412 3.90310 -1.66296  0.33
C: -1.58279 1.85894 1.18002  0.46
N: -2.21816 -1.66863 -0.61186  -0.07
H: -2.72352 -2.08819 3.23845  0.63
H: -1.30676 -3.88881 6.61308  0.42
C: 1.69081 2.65116 0.16705  0.21
C: 0.35669 1.53705 -2.76247  -1.67
H: 1.31845 -5.29603 -5.06709  0.40
C: 1.73074 -2.89038 -0.81242  0.23
C: 3.15201 -1.02656 -1.41822  0.19
C: 3.99329 3.41315 -0.38827  -0.62
N: 1.09276 -2.16627 0.15842  1.22
H: -1.51122 -2.50485 4.62582  0.53
H: 1.14505 -4.30157 -2.83619  0.45
C: 0.12662 -3.40485 3.54144  0.96
N: 2.50962 -0.04937 -0.67572  1.01
H: 0.92189 -5.26085 1.32419  0.78
Cl: 3.00188 -4.68061 -7.28272  -0.25
C: -2.75587 2.71305 1.53001  -0.77
H: -5.84950 3.60388 0.43592  0.43
C: 0.74277 -3.02670 1.15361  -0.62
C: 1.99260 -4.50299 -4.77266  -1.25
C: 2.55263 -2.27708 -1.77946  0.37
H: -3.55505 -5.55921 1.42983  0.42
C: 1.34753 -5.05281 4.88682  -1.05
C: 3.65618 -2.41347 -4.05549  -0.25
C: -4.97369 3.55896 1.07041  -1.13
H: -6.53344 -2.73053 0.17455  0.38
Cl: -6.30612 5.25916 2.70565  -0.24
C: -0.61307 -4.01954 5.79255  -1.19
H: 5.24761 -1.19804 -2.14891  0.80
C: 1.70159 -4.27832 -0.47020  -1.83
H: -3.60777 0.32917 2.51209  0.48
C: 5.96726 5.33828 -0.77804  0.41
C: -4.93537 4.28175 2.24967  0.47
C: -3.12600 -2.57224 -0.08333  -0.69
C: -0.43197 2.46170 0.71302  0.39
N: 0.69092 1.74544 0.33581  0.91
H: 5.51832 1.26691 -1.15673  0.57
H: -0.03008 2.51737 -2.47494  0.29
C: 1.91368 -3.94799 -3.50771  -0.25
C: -2.80574 -0.64868 -1.12523  0.41
C: -5.14555 -4.22728 0.86749  -0.49
C: -5.49474 -3.02349 0.27650  -0.50
H: 2.00702 -4.32174 3.01199  0.52
C: 4.47423 -0.59849 -1.69386  -1.81
C: 2.91910 -4.01333 -5.67527  0.48
C: -0.73571 -3.25181 4.64641  -0.29
H: -1.74699 -4.08227 0.55168  0.50
H: -5.92299 -4.87848 1.25007  0.37
C: -2.79171 -3.79582 0.49380  -0.17
C: 3.37310 1.02742 -0.59020  -0.17
H: 6.26560 5.26779 1.33887  0.39
H: 5.46993 5.23352 -2.86090  0.40
C: 3.74574 -2.96197 -5.32402  -1.31
Cl: 7.22593 6.51956 -1.02514  -0.24
Cl: 0.53770 -5.94710 7.32262  -0.26
C: -1.62899 0.49473 1.53545  0.55
C: -3.82694 4.23719 3.07696  -0.99
C: -2.16811 -1.34158 2.69613  -1.63
H: -3.90564 2.21431 -0.20388  0.37
H: 2.19056 -5.72198 5.00177  0.39
H: 4.49848 3.56596 1.68750  0.46
C: 2.99386 2.32179 -0.21306  0.99
H: 0.06150 1.32716 -3.79464  0.50
C: 0.00656 -2.64830 2.29816  0.84
C: -3.88242 2.77587 0.71772  0.28
H: 4.44618 -2.56150 -6.04483  0.42
N: -0.55900 -0.39640 1.40836  0.60
C: -4.47472 -2.20189 -0.19166  0.95
C: 4.62775 0.65830 -1.15770  -1.25
C: -3.80441 -4.60860 0.97248  -0.77
C: -0.13029 3.86481 0.70923  -1.46
H: 2.14505 -5.08498 -1.03399  0.71

Properties
E: -5968.646383 Ha
Spin multiplicity: 3
Maximum force: 1.262 eV/A
Net charge: -1